# C32H30BClF4O2S

A cluster of 2 separate species, C32H30BClF4O2S in total in a non-equilibrium geometry (wB97M-V/def2-TZVPD, OMol25).

CARTESIAN COORDINATES (ANGSTROEM)
C1 1.53770 -4.62296 2.52177
C2 0.69194 -3.93128 1.47000
C3 -0.71698 -4.50766 1.52132
O1 0.58330 -2.54734 1.89864
B1 0.95173 -1.81455 0.81400
C4 -0.03490 -0.33969 0.59233
C5 0.37213 0.24804 -0.69611
C6 0.63577 1.57092 -0.84855
C7 1.42331 2.17210 -1.89523
C8 1.59990 3.58089 -1.90657
C9 2.43039 4.14604 -2.85928
F1 2.56689 5.51498 -2.88810
C10 3.12697 3.39272 -3.80494
C11 2.92269 2.01138 -3.77246
F2 3.60159 1.24014 -4.68775
C12 2.08597 1.38166 -2.86082
C13 0.59756 0.36764 1.77442
C14 1.99522 0.51650 1.74700
C15 2.62585 1.28438 2.72285
F3 3.97889 1.49908 2.61106
C16 1.94159 1.81488 3.81704
C17 0.57277 1.57236 3.85503
F4 -0.13004 2.01846 4.95479
C18 -0.12365 0.88022 2.85788
O2 1.51926 -2.43088 -0.24528
C19 1.33322 -3.85650 0.00786
C20 2.70849 -4.47108 -0.16066
C21 0.44584 -4.38948 -1.10565
H1 1.59549 -5.69811 2.31721
H2 2.55003 -4.20678 2.56648
H3 1.07546 -4.49062 3.50811
H4 -0.70259 -5.57152 1.25241
H5 -1.11533 -4.41735 2.53996
H6 -1.40668 -3.97367 0.85556
H7 -1.08659 -0.61395 0.73299
H8 0.37386 -0.41376 -1.56463
H9 0.26887 2.27002 -0.08786
H10 1.09024 4.19458 -1.16465
H11 3.78878 3.85658 -4.52550
H12 1.96738 0.29679 -2.85457
H13 2.58038 0.09878 0.92579
H14 2.45913 2.37599 4.59107
H15 -1.20306 0.72293 2.91368
H16 2.67107 -5.56209 -0.07317
H17 3.07353 -4.22578 -1.16548
H18 3.42721 -4.07266 0.56287
H19 0.32842 -5.47612 -1.00537
H20 -0.54394 -3.91943 -1.11807
H21 0.92114 -4.18333 -2.07236
C22 -4.55127 -1.73360 1.07624
C23 -3.73926 -0.73253 0.34986
C24 -3.29916 -0.82451 -0.96409
C25 -2.68011 0.36691 -1.42579
C26 -2.66264 1.38858 -0.48273
C27 -2.38695 2.78653 -0.75310
C28 -2.05709 3.20866 -2.06441
C29 -1.83579 4.55185 -2.33654
C30 -1.90343 5.48547 -1.29464
Cl1 -1.53284 7.13074 -1.61113
C31 -2.23263 5.08651 0.00835
C32 -2.45925 3.74289 0.27853
S1 -3.38523 0.82522 1.01489
H22 -4.61536 -2.64979 0.48170
H23 -4.12101 -1.97470 2.05550
H24 -5.56566 -1.34288 1.23197
H25 -3.47522 -1.70472 -1.57775
H26 -2.25761 0.47328 -2.42076
H27 -1.97673 2.47932 -2.87208
H28 -1.61208 4.88412 -3.34958
H29 -2.31307 5.83602 0.79255
H30 -2.69385 3.42515 1.29398

Results
ΔE to the lowest compared entry with this formula, charge and spin = 1.6 kcal/mol
multiplicity = 1
Kohn-Sham gap = 7.831 eV
SMILES string = CC1(C)OB([C@H](/C=C/c2cc(F)cc(F)c2)c2cc(F)cc(F)c2)OC1(C)C.Cc1ccc(-c2ccc(Cl)cc2)s1